DFT (the ωB97M-V functional and the def2-TZVPD basis) results for a structure of composition C6H10N2O2 at a distorted geometry.

Last column: Löwdin charge in e.
CARTESIAN COORDINATES (ANGSTROEM)
C -2.55 0.06 0.98  -0.068
C -2.35 0.00 -0.57  -0.186
C 0.06 0.96 -0.93  -0.377
C 2.39 -0.11 -0.52  -0.183
C 2.48 0.04 0.99  -0.076
C 0.02 -1.00 -0.87  -0.432
H -3.64 0.11 1.13  0.076
H -2.10 -0.81 1.45  0.065
H -2.08 0.98 1.41  0.084
H -2.82 -0.89 -0.97  0.115
H -2.86 0.85 -1.02  0.122
H 2.83 -1.04 -0.84  0.118
H 2.98 0.70 -0.93  0.122
H 3.52 0.05 1.30  0.076
H 2.01 0.95 1.36  0.073
H 1.94 -0.77 1.51  0.081
N -0.98 -0.01 -1.05  0.064
N 1.04 -0.06 -1.06  0.065
O 0.14 2.16 -0.74  0.124
O -0.04 -2.18 -0.64  0.138

Output
DFT total energy ... -13459.698 eV
E_HOMO ... -9.9 eV
E_LUMO ... 0.84 eV
ΔE to the lowest compared entry with this formula, charge and spin ... 23.5 kJ/mol
Strongest force on any atom ... 2.27 eV/Å
HOMO-LUMO gap ... 10.730 eV

DFT (the ωB97M-V functional and the def2-TZVPD basis) results for a cluster of 5 separate species, C24H65O18P6 in total at a distorted geometry.

Last column: Löwdin charge in e.
CARTESIAN COORDINATES (ANGSTROEM)
C 5.77 2.07 -0.38  -0.136
O 6.80 2.27 -1.33  -0.185
C 6.62 1.55 -2.55  -0.217
C 5.24 0.86 -2.75  -0.204
C 5.15 0.19 -4.17  -0.197
C 3.84 -0.68 -4.16  -0.210
C 4.03 -2.03 -3.38  -0.194
C 3.00 -3.14 -3.81  -0.184
C 2.15 -3.69 -2.63  -0.200
C 0.74 -3.04 -2.51  -0.193
C 0.76 -1.71 -1.65  -0.226
C 0.48 -0.45 -2.55  -0.355
P -1.21 0.30 -2.15  0.891
P -1.09 2.46 -1.74  0.719
C -0.43 3.16 -3.35  -0.297
O 0.05 2.60 -0.49  -0.351
H 4.81 2.54 -0.65  0.085
H 5.64 1.01 -0.06  0.068
H 6.10 2.60 0.54  0.097
H 7.41 0.77 -2.67  0.125
H 6.76 2.28 -3.37  0.126
H 5.07 0.04 -2.03  0.102
H 4.42 1.60 -2.73  0.111
H 5.09 0.96 -4.97  0.111
H 6.04 -0.43 -4.40  0.112
H 3.10 -0.07 -3.59  0.079
H 3.49 -0.88 -5.19  0.108
H 3.96 -1.83 -2.29  0.093
H 5.07 -2.39 -3.54  0.113
H 2.40 -2.78 -4.67  0.103
H 3.61 -3.99 -4.19  0.108
H 1.99 -4.77 -2.83  0.110
H 2.66 -3.59 -1.65  0.110
H 0.09 -3.75 -1.96  0.106
H 0.26 -2.83 -3.48  0.106
H 0.03 -1.81 -0.83  0.086
H 1.77 -1.65 -1.19  0.104
H 1.23 0.32 -2.29  0.066
H 0.50 -0.67 -3.63  0.089
H -1.97 0.15 -3.35  0.018
H -1.86 -0.41 -1.11  0.013
H -1.12 2.81 -4.14  0.046
H -0.43 4.26 -3.37  0.045
H 0.58 2.74 -3.58  0.045
H 0.40 1.73 -0.26  0.036
C -6.60 -0.78 -4.00  -0.088
O -6.41 -1.22 -2.65  -0.219
P -5.19 -2.20 -2.38  0.362
O -3.90 -1.78 -2.96  -0.274
O -5.70 -3.62 -2.89  -0.210
C -7.04 -4.03 -2.61  -0.083
O -5.22 -2.33 -0.79  -0.215
C -4.13 -3.02 -0.16  -0.090
H -7.67 -0.72 -4.19  0.095
H -6.15 0.21 -4.13  0.090
H -6.16 -1.47 -4.72  0.091
H -7.66 -3.83 -3.48  0.093
H -7.45 -3.51 -1.75  0.088
H -7.04 -5.10 -2.41  0.095
H -3.40 -3.38 -0.89  0.078
H -4.53 -3.88 0.38  0.092
H -3.65 -2.35 0.54  0.083
C 2.15 8.90 2.90  -0.087
O 1.29 8.47 1.84  -0.219
P 1.14 6.90 1.63  0.367
O 0.88 6.12 2.85  -0.224
O 2.48 6.48 0.86  -0.219
C 2.97 7.32 -0.19  -0.094
O 0.00 6.82 0.52  -0.206
C -0.50 5.53 0.20  -0.116
H 2.66 9.81 2.57  0.092
H 1.56 9.13 3.78  0.094
H 2.90 8.15 3.14  0.090
H 3.76 7.95 0.21  0.092
H 2.19 7.94 -0.61  0.087
H 3.38 6.69 -0.97  0.089
H -0.04 4.75 0.80  0.067
H -0.32 5.33 -0.86  0.065
H -1.58 5.52 0.38  0.097
C 2.83 1.39 4.08  -0.088
O 3.90 0.47 4.34  -0.215
P 4.21 -0.61 3.22  0.366
O 4.33 -0.09 1.85  -0.235
O 3.07 -1.71 3.40  -0.224
C 2.68 -2.11 4.72  -0.092
O 5.52 -1.31 3.80  -0.209
C 6.20 -2.25 2.96  -0.086
H 2.31 1.58 5.01  0.094
H 3.25 2.33 3.70  0.095
H 2.12 0.99 3.35  0.082
H 1.78 -1.56 5.01  0.090
H 3.47 -1.92 5.45  0.090
H 2.46 -3.17 4.71  0.091
H 5.72 -2.35 1.99  0.082
H 6.20 -3.22 3.46  0.092
H 7.22 -1.92 2.82  0.094
C -7.52 -1.43 2.75  -0.090
O -7.11 -1.88 4.04  -0.217
P -6.07 -3.09 4.08  0.366
O -4.91 -2.96 3.19  -0.235
O -6.97 -4.38 3.79  -0.218
C -8.26 -4.49 4.40  -0.090
O -5.74 -3.19 5.63  -0.211
C -4.70 -4.09 6.03  -0.088
H -8.57 -1.14 2.81  0.093
H -6.93 -0.56 2.47  0.092
H -7.41 -2.20 1.99  0.084
H -9.02 -4.18 3.70  0.090
H -8.33 -3.89 5.31  0.089
H -8.43 -5.54 4.67  0.092
H -4.24 -4.60 5.18  0.084
H -5.12 -4.84 6.70  0.092
H -3.93 -3.53 6.56  0.092

Output
DFT total energy ... -118531.635 eV
E_HOMO ... -10.9 eV
E_LUMO ... -3.18 eV
Net charge ... +1
Strongest force on any atom ... 2.09 eV/Å
HOMO-LUMO gap ... 7.749 eV

DFT (the ωB97M-V functional and the def2-TZVPD basis) results for a structure of composition C16H28NO5PRuSb at a distorted geometry.

Last column: Löwdin charge in e.
CARTESIAN COORDINATES (ANGSTROEM)
Ru -0.06 -1.03 -0.31  1.113
O 2.71 -0.21 -2.83  0.018
C 1.74 -0.39 -2.02  -0.475
O 1.63 -1.42 -1.20  -0.234
C 0.62 0.73 -2.06  -0.264
C 0.42 1.88 -2.77  0.023
C -0.78 2.62 -2.48  0.005
C -1.74 2.20 -1.50  0.016
C -1.48 1.04 -0.83  -0.168
N -0.36 0.50 -1.22  -0.172
C -2.22 0.20 0.29  -0.555
O -3.33 0.71 0.70  0.030
O -1.70 -0.92 0.75  -0.242
H 1.14 2.20 -3.51  0.128
H -0.96 3.54 -3.03  0.107
H -2.64 2.77 -1.29  0.124
C -1.94 -4.30 -3.04  -0.168
P -1.02 -3.57 -1.70  0.567
C 0.63 -4.24 -1.83  -0.184
C -1.70 -4.25 -0.21  -0.198
O -1.04 -2.06 -1.73  -0.429
H -1.90 -5.39 -2.99  0.064
H -1.54 -3.99 -4.00  0.064
H -2.99 -3.99 -2.99  0.064
H 0.61 -5.33 -1.81  0.063
H 1.25 -3.89 -1.00  0.036
H 1.10 -3.92 -2.77  0.068
H -1.67 -5.34 -0.22  0.060
H -2.74 -3.94 -0.09  0.066
H -1.14 -3.90 0.66  0.010
C 2.50 2.85 3.40  -0.201
C 2.48 1.33 3.35  -0.421
Sb 1.34 0.45 1.70  1.469
C -0.72 0.78 2.35  -0.410
C -1.00 2.08 3.09  -0.174
C 1.65 1.92 0.12  -0.404
C 0.87 3.22 0.25  -0.174
H 3.12 3.18 4.26  0.081
H 1.49 3.27 3.52  0.052
H 2.96 3.25 2.48  0.067
H 2.10 0.91 4.30  0.057
H 3.53 0.99 3.23  0.049
H -0.97 -0.05 3.04  0.083
H -1.38 0.69 1.46  -0.021
H -0.39 2.11 4.01  0.060
H -2.07 2.12 3.38  0.082
H -0.78 2.96 2.45  0.055
H 1.34 1.44 -0.83  -0.019
H 2.74 2.13 0.05  0.076
H -0.22 3.00 0.23  0.053
H 1.11 3.88 -0.61  0.081
H 1.13 3.75 1.18  0.053
H 0.25 -2.58 0.61  -0.030

Output
DFT total energy ... -47177.007 eV
E_HOMO (alpha / beta) ... -8.0 / -7.9 eV
E_LUMO (alpha / beta) ... -0.54 / -0.37 eV
⟨S²⟩ ... 0.758
Strongest force on any atom ... 13.59 eV/Å
2S+1 ... 2
HOMO-LUMO gap (alpha / beta) ... 7.440 / 7.573 eV

DFT (the ωB97M-V functional and the def2-TZVPD basis) results for a structure of composition C15H26Br3CaClF9MgN7O6P2S2 at a distorted geometry.

Last column: Löwdin charge in e.
CARTESIAN COORDINATES (ANGSTROEM)
C -4.64 2.93 1.75  -0.261
P -3.18 2.49 0.67  0.965
C -2.21 4.09 0.50  -0.238
C -1.97 1.30 1.55  -0.516
C -1.11 2.17 2.49  -0.237
N -0.43 2.56 3.33  0.224
C -0.99 0.82 0.42  -0.304
N -1.65 -0.14 -0.47  -0.024
C -2.64 0.10 2.29  -0.244
C -3.76 -0.57 1.46  -0.178
N -4.39 -1.12 0.68  0.136
C -3.24 0.43 3.72  -0.140
C -2.67 -0.51 4.86  -0.086
C -1.17 -0.24 5.21  -0.494
N -0.06 -0.64 4.42  0.129
O -0.94 0.32 6.26  0.081
H -4.50 2.74 2.84  0.033
H -4.82 4.03 1.64  0.061
H -5.52 2.40 1.34  0.043
H -2.72 4.81 -0.17  0.071
H -1.15 3.90 0.21  0.037
H -2.17 4.55 1.53  0.059
H -0.73 1.72 -0.19  0.089
H -0.04 0.42 0.94  0.024
H -1.59 -1.05 -0.02  -0.085
H -2.62 0.15 -0.64  0.053
H -1.86 -0.69 2.43  0.121
H -4.34 0.21 3.70  0.125
H -3.14 1.49 4.04  0.119
H -2.85 -1.60 4.65  0.127
H -3.27 -0.27 5.77  0.133
H 0.52 0.14 4.13  0.079
H -0.32 -1.24 3.63  0.062
N 1.74 3.07 -3.17  -0.283
S 1.45 4.62 -2.98  0.471
O 2.57 5.44 -2.66  -0.202
O 0.20 4.96 -2.37  -0.271
F 1.18 5.03 -4.53  -0.379
S 2.12 2.38 -1.85  0.469
O 2.69 1.07 -2.01  -0.267
O 1.18 2.48 -0.72  -0.469
F 3.37 3.19 -1.32  -0.146
Ca -2.34 -2.70 -0.53  1.568
C 1.49 -6.01 -1.41  -0.008
C 0.44 -5.02 -1.18  -0.186
N -0.39 -4.24 -1.00  0.005
H 2.45 -5.52 -1.50  0.104
H 1.52 -6.71 -0.57  0.112
H 1.26 -6.56 -2.33  0.075
O 1.32 -8.38 -3.42  -0.169
H 2.10 -8.83 -3.78  -0.053
H 0.54 -8.79 -3.90  -0.012
F -0.96 -9.21 -3.44  -0.717
Mg 1.84 1.44 0.71  0.880
F 1.63 7.83 -3.48  -0.211
P 1.41 8.87 -4.72  0.259
F 3.03 8.96 -4.78  -0.195
F 0.44 9.21 -5.97  -0.197
F 0.12 9.15 -3.77  -0.201
F 1.56 7.55 -5.68  -0.210
F 1.69 10.46 -4.63  -0.197
Cl -0.29 3.73 -5.25  0.386
C 2.29 -1.45 7.71  -1.635
Br 2.56 -2.49 9.31  0.577
Br 3.49 0.07 7.63  0.568
Br 2.42 -2.54 6.12  0.529
H 1.28 -1.05 7.74  -0.044
C 5.10 -9.00 -5.52  -0.059
C 4.15 -9.75 -4.67  -0.244
N 3.40 -10.33 -4.01  0.152
H 4.85 -9.14 -6.57  0.081
H 5.06 -7.94 -5.27  0.078
H 6.12 -9.37 -5.34  0.079

Output
DFT total energy ... -349918.988 eV
E_HOMO ... -7.1 eV
E_LUMO ... -5.74 eV
ΔE to the lowest compared entry with this formula, charge and spin ... 0.0 kJ/mol
Strongest force on any atom ... 4.92 eV/Å
HOMO-LUMO gap ... 1.363 eV

DFT (the ωB97M-V functional and the def2-TZVPD basis) results for a cluster of 3 separate species, C15H19N6O2 in total at a distorted geometry.

Last column: Löwdin charge in e.
CARTESIAN COORDINATES (ANGSTROEM)
C 4.48 -0.50 0.90  0.017
C 3.66 0.87 1.07  -0.416
O 3.67 1.42 2.18  0.062
O 3.02 1.37 -0.09  -0.034
C 2.15 2.48 0.21  -0.134
N 1.03 2.15 1.14  0.101
C 0.28 1.05 0.96  -0.253
N 0.35 0.08 -0.10  0.164
C -0.74 -0.83 0.34  0.044
N -1.31 -0.34 1.55  0.018
N -0.73 0.83 1.95  0.097
H 4.51 -0.85 -0.18  0.085
H 4.03 -1.29 1.58  0.098
H 5.56 -0.28 1.22  0.106
H 2.80 3.31 0.65  0.161
H 1.71 2.81 -0.80  0.163
H 0.85 2.77 1.94  0.175
H -1.06 -1.76 -0.22  0.162
H -2.06 -0.82 2.05  0.187
H -0.95 1.36 2.80  0.194
N 1.52 -4.02 -1.27  0.049
C 1.53 -2.72 -1.59  -0.176
C 2.05 -2.22 -2.77  -0.073
C 2.61 -3.11 -3.67  -0.071
C 2.62 -4.47 -3.36  -0.062
C 2.06 -4.87 -2.16  -0.145
H 1.08 -2.06 -0.86  0.042
H 2.03 -1.16 -2.98  0.101
H 3.04 -2.76 -4.60  0.110
H 3.05 -5.19 -4.04  0.108
H 2.04 -5.91 -1.88  0.107
N -5.57 1.94 -0.56  0.069
C -4.40 1.43 -0.14  -0.153
C -3.86 1.65 1.11  -0.096
C -4.56 2.47 1.99  -0.082
C -5.77 3.01 1.59  -0.061
C -6.23 2.72 0.31  -0.128
H -3.89 0.80 -0.87  0.100
H -2.92 1.21 1.39  0.039
H -4.17 2.67 2.98  0.103
H -6.35 3.65 2.25  0.109
H -7.17 3.12 -0.05  0.112

Output
DFT total energy ... -28889.539 eV
E_HOMO ... -12.0 eV
E_LUMO ... -4.00 eV
Net charge ... +1
Strongest force on any atom ... 6.38 eV/Å
HOMO-LUMO gap ... 7.996 eV

DFT (the ωB97M-V functional and the def2-TZVPD basis) results for an isolated molecule of C5H5NO at a distorted geometry.

Last column: Löwdin charge in e.
CARTESIAN COORDINATES (ANGSTROEM)
O -1.24 -0.15 1.49  0.044
C -0.82 0.94 1.65  -0.278
C 0.12 1.54 0.70  0.005
C 0.40 0.80 -0.43  0.000
C 0.04 -0.55 -0.65  -0.343
N -0.53 -1.54 -0.16  0.191
C 0.42 -1.75 -1.41  -0.047
H -1.00 1.39 2.64  0.116
H 0.56 2.55 0.93  0.121
H 0.80 1.12 -1.28  0.070
H -0.06 -2.06 -2.29  0.050
H 1.31 -2.31 -1.20  0.071

Output
DFT total energy ... -8799.356 eV
E_HOMO ... -9.4 eV
E_LUMO ... -0.80 eV
ΔE to the lowest compared entry with this formula, charge and spin ... 392.0 kJ/mol
Structure (SMILES) ... O=C/C=C\C1=NC1
Strongest force on any atom ... 4.23 eV/Å
HOMO-LUMO gap ... 8.590 eV

DFT (the ωB97M-V functional and the def2-TZVPD basis) results for a structure of composition C37H40BrGe2N2ORuS at a distorted geometry.

Last column: Löwdin charge in e.
CARTESIAN COORDINATES (ANGSTROEM)
Ru -0.07 1.14 -0.14  0.545
C 2.82 -2.51 3.36  -0.058
C 1.69 -2.78 2.38  -0.230
N 2.17 -2.90 0.99  -0.097
C 2.92 -4.14 0.69  -0.166
C 4.42 -3.89 0.59  -0.054
C 1.97 -2.01 0.03  -0.571
S 1.43 -0.40 0.63  0.625
N 2.43 -2.33 -1.18  0.146
C 1.89 -2.05 -2.33  -0.385
O 0.67 -1.61 -2.44  -0.281
C 2.64 -2.36 -3.56  -0.138
C 2.07 -2.14 -4.81  -0.022
C 2.78 -2.41 -5.96  -0.052
C 4.07 -2.91 -5.87  -0.046
C 4.65 -3.15 -4.63  -0.048
C 3.94 -2.88 -3.47  -0.002
H 2.40 -2.34 4.35  0.089
H 3.39 -1.63 3.07  0.082
H 3.50 -3.36 3.43  0.076
H 0.94 -1.99 2.43  0.066
H 1.19 -3.72 2.59  0.130
H 2.53 -4.57 -0.23  0.123
H 2.70 -4.83 1.50  0.125
H 4.65 -3.17 -0.18  0.058
H 4.92 -4.83 0.34  0.091
H 4.83 -3.54 1.53  0.072
H 1.06 -1.76 -4.87  0.101
H 2.33 -2.24 -6.93  0.114
H 4.63 -3.13 -6.77  0.116
H 5.65 -3.55 -4.56  0.115
H 4.37 -3.08 -2.51  0.102
Br 0.64 2.33 2.07  0.916
C -1.13 2.91 2.49  -0.538
C -1.38 3.60 3.65  -0.083
C -2.69 4.03 3.90  -0.038
C -3.69 3.78 2.99  0.001
C -3.42 3.07 1.80  -0.150
C -4.44 2.83 0.84  0.011
C -4.16 2.16 -0.32  -0.047
C -2.87 1.67 -0.56  -0.119
C -1.84 1.85 0.34  -0.241
C -2.11 2.59 1.54  -0.216
H -0.59 3.81 4.35  0.118
H -2.91 4.56 4.81  0.122
H -4.69 4.13 3.18  0.128
H -5.44 3.20 1.03  0.129
H -4.94 1.99 -1.05  0.117
H -2.68 1.14 -1.48  0.039
C -3.40 -1.28 -1.80  -0.233
Ge -2.10 -1.24 -3.26  0.847
C -1.58 -3.05 -3.72  -0.212
C -2.65 -0.14 -4.78  -0.235
Ge 0.02 0.19 -2.36  0.849
C 1.40 0.88 -3.56  -0.322
C 1.17 1.06 -4.92  -0.096
C 2.20 1.38 -5.78  -0.047
C 3.49 1.56 -5.27  -0.032
C 3.73 1.42 -3.91  -0.039
C 2.69 1.10 -3.05  -0.096
C -0.22 2.50 -2.44  -0.150
C 0.44 3.07 -1.35  -0.234
C -0.04 4.31 -0.84  -0.049
C -1.09 4.92 -1.47  -0.030
C -1.67 4.35 -2.61  -0.006
C -1.23 3.14 -3.12  -0.057
H -3.96 -2.21 -1.90  0.034
H -4.11 -0.45 -1.85  0.013
H -2.92 -1.27 -0.82  0.027
H -2.50 -3.64 -3.68  0.036
H -0.87 -3.47 -3.00  0.022
H -1.16 -3.12 -4.72  0.029
H -3.51 -0.63 -5.23  0.036
H -1.87 -0.08 -5.55  0.011
H -2.95 0.86 -4.48  0.004
H 0.17 0.93 -5.33  0.096
H 2.02 1.50 -6.84  0.120
H 4.29 1.83 -5.94  0.121
H 4.73 1.56 -3.52  0.120
H 2.90 0.98 -1.99  0.098
H 1.43 2.72 -1.03  0.106
H 0.46 4.77 0.00  0.120
H -1.45 5.88 -1.12  0.127
H -2.47 4.88 -3.11  0.132
H -1.70 2.71 -4.00  0.111

Output
DFT total energy ... -240519.723 eV
E_HOMO (alpha / beta) ... -13.0 / -13.0 eV
E_LUMO (alpha / beta) ... -8.50 / -8.25 eV
⟨S²⟩ ... 0.801
Net charge ... +2
ΔE to the lowest compared entry with this formula, charge and spin ... 393.0 kJ/mol
Strongest force on any atom ... 2.53 eV/Å
2S+1 ... 2
HOMO-LUMO gap (alpha / beta) ... 4.503 / 4.779 eV

DFT (the ωB97M-V functional and the def2-TZVPD basis) results for a cluster of 2 separate species, C22H27 in total at a distorted geometry.

Last column: Löwdin charge in e.
CARTESIAN COORDINATES (ANGSTROEM)
C 1.20 -4.06 -3.45  -0.030
C 0.90 -3.33 -2.18  -0.231
C 1.95 -3.09 -1.28  -0.013
C 1.74 -2.39 -0.11  0.003
C 0.45 -1.86 0.19  -0.203
C 0.32 -1.06 1.37  0.077
C -0.77 -1.00 2.28  -0.198
C -0.59 -0.25 3.48  0.013
C -1.68 0.08 4.27  -0.037
C -2.98 -0.31 3.87  -0.012
C -3.15 -1.14 2.76  -0.036
C -2.05 -1.58 2.03  0.015
C -0.60 -2.07 -0.75  0.002
C -0.39 -2.85 -1.88  -0.002
H 0.28 -4.36 -3.96  0.086
H 1.80 -3.45 -4.14  0.104
H 1.79 -4.96 -3.22  0.096
H 2.95 -3.48 -1.51  0.132
H 2.55 -2.21 0.60  0.132
H 1.23 -0.55 1.71  0.140
H 0.42 0.08 3.73  0.132
H -1.53 0.66 5.18  0.122
H -3.84 0.06 4.43  0.124
H -4.16 -1.45 2.47  0.123
H -2.17 -2.35 1.26  0.117
H -1.56 -1.57 -0.60  0.121
H -1.22 -3.08 -2.55  0.128
C 2.58 1.53 -2.73  -0.107
C 2.05 1.47 -1.31  -0.264
C 0.55 1.76 -1.30  -0.192
C -0.05 1.85 0.11  -0.322
H 0.08 0.86 0.60  0.088
C -1.55 2.25 0.03  -0.142
C -1.58 3.77 0.34  -0.171
C -0.24 4.03 0.99  -0.065
C 0.59 2.97 0.90  -0.061
H 3.65 1.31 -2.76  0.072
H 2.07 0.81 -3.37  0.072
H 2.43 2.53 -3.16  0.081
H 2.24 0.49 -0.86  0.096
H 2.57 2.21 -0.68  0.105
H 0.38 2.72 -1.82  0.135
H 0.02 0.99 -1.89  0.118
H -1.98 2.05 -0.95  0.109
H -2.11 1.69 0.79  0.103
H -1.71 4.33 -0.61  0.117
H -2.42 4.06 0.99  0.108
H -0.02 5.01 1.43  0.107
H 1.61 2.88 1.28  0.107

Output
DFT total energy ... -23244.458 eV
E_HOMO ... -11.6 eV
E_LUMO ... -5.71 eV
Net charge ... +1
ΔE to the lowest compared entry with this formula, charge and spin ... 0.0 kJ/mol
Strongest force on any atom ... 1.48 eV/Å
HOMO-LUMO gap ... 5.857 eV

strongest force on any atom of number 6 (C5H5NO)? 4.23 eV/Å